(1)
77
Properties=species:S:1:pos:R:3 method="wB97M-V/def2-TZVPD" total_charge=-1 homo_lumo_gap_ev=6.80 multiplicity=1 homo_energy_ev=-4.75
Bi -0.974 -0.403 -1.158
C 3.281 -1.951 4.481
C 2.479 -1.455 3.307
C 1.596 -0.460 3.500
C 0.724 0.278 2.618
C 0.681 0.217 1.275
N -0.093 0.988 0.404
C 0.413 2.180 -0.036
C 1.618 2.656 0.509
C 2.207 3.828 0.112
C 1.617 4.609 -0.869
C 2.262 5.873 -1.353
C 0.413 4.174 -1.398
C -0.206 2.987 -1.015
C -1.590 2.716 -1.592
O -2.126 1.467 -1.555
C -2.578 3.605 -0.781
F -2.202 4.891 -0.647
F -2.721 3.144 0.463
F -3.804 3.646 -1.321
C -1.687 3.169 -3.085
F -2.687 2.543 -3.713
F -1.920 4.483 -3.280
F -0.577 2.883 -3.781
C 1.547 -0.707 0.537
C 2.807 -2.229 2.027
C 1.502 -2.967 -0.324
O 0.297 -2.759 -0.864
C 1.740 -4.479 -0.013
F 1.277 -5.291 -0.967
F 3.043 -4.789 0.162
F 1.145 -4.911 1.116
C 2.573 -2.672 -1.445
F 3.783 -2.257 -1.057
F 2.117 -1.808 -2.356
F 2.826 -3.788 -2.170
H 3.275 -1.235 5.301
H 2.866 -2.891 4.850
H 4.310 -2.140 4.181
H 1.523 -0.101 4.523
H 0.119 1.031 3.104
H 2.098 2.052 1.261
H 3.139 4.133 0.567
H 3.157 6.089 -0.773
H 2.546 5.775 -2.401
H 1.575 6.713 -1.266
H -0.045 4.809 -2.138
H 2.880 -3.289 2.318
C 4.477 -0.597 1.388
O 4.113 -1.951 1.585
C 1.611 -2.133 1.027
O 2.146 -0.321 -0.445
N 0.499 -2.459 1.940
N -0.836 -2.645 1.520
H 5.561 -0.555 1.506
H 4.003 0.052 2.132
H 4.221 -0.260 0.384
H 0.737 -3.295 2.462
H -1.280 -1.734 1.451
H -0.875 -3.075 0.593
S -5.200 -0.231 0.866
C -4.045 0.416 1.953
C -2.768 0.251 1.519
C -2.684 -0.418 0.283
C -3.921 -0.725 -0.212
C -4.168 -1.309 -1.494
C -5.449 -1.658 -1.940
C -5.591 -2.207 -3.196
C -4.456 -2.423 -3.970
C -3.226 -2.055 -3.447
N -3.091 -1.507 -2.257
H -4.382 0.884 2.856
H -1.910 0.628 2.039
H -6.297 -1.486 -1.294
H -6.572 -2.477 -3.564
H -4.531 -2.858 -4.954
H -2.305 -2.212 -3.990

---

(2)
74
Properties=species:S:1:pos:R:3 method="wB97M-V/def2-TZVPD" total_charge=-1 homo_lumo_gap_ev=6.09 multiplicity=1 homo_energy_ev=-4.19
Ce 0.161 0.304 -0.938
C -1.821 -1.040 2.998
C -1.636 -0.695 1.570
N -0.400 -0.218 1.205
N 0.477 -0.042 2.311
C 1.670 0.176 1.834
O 1.912 0.133 0.524
C 2.800 0.578 2.711
C 2.720 0.552 4.110
C 3.747 1.036 4.896
C 4.887 1.628 4.341
C 4.935 1.726 2.952
C 3.915 1.183 2.162
C -2.631 -0.905 0.593
C -3.884 -1.615 0.908
C -4.794 -2.054 0.004
C -4.489 -1.780 -1.440
C -3.041 -1.400 -1.825
N -2.394 -0.542 -0.795
H -1.636 -0.183 3.627
H -1.030 -1.761 3.272
H -2.794 -1.489 3.181
H 1.850 0.132 4.602
H 3.668 1.039 6.007
H 5.666 2.069 4.941
H 5.785 2.243 2.455
H 3.993 1.254 1.093
H -4.120 -1.782 1.957
H -5.738 -2.473 0.343
H -4.818 -2.544 -2.138
H -2.375 -2.194 -2.186
F 3.889 4.529 0.324
C 3.917 4.546 -1.009
F 5.175 4.988 -1.303
F 3.103 5.527 -1.402
C 3.656 3.212 -1.664
C 4.610 2.708 -2.536
C 4.393 1.515 -3.195
C 3.214 0.837 -2.937
N 2.300 1.288 -2.088
C 2.444 2.489 -1.471
S 1.065 3.003 -0.577
H 5.490 3.312 -2.706
H 5.132 1.170 -3.893
H 2.999 -0.092 -3.473
O 0.479 -2.132 -0.990
N 0.327 -2.780 0.126
C 1.320 -2.793 1.053
C 1.182 -3.560 2.205
C -0.004 -4.271 2.416
C -1.018 -4.219 1.467
C -0.819 -3.454 0.321
H 2.169 -2.198 0.799
H 1.958 -3.532 2.939
H -0.121 -4.909 3.294
H -1.936 -4.784 1.562
H -1.545 -3.366 -0.459
F -6.107 -0.505 -2.818
C -4.952 -0.447 -2.069
C -3.633 -0.356 -2.841
N -3.000 0.877 -2.631
C -2.078 1.340 -3.648
C -1.040 0.293 -4.079
O -0.941 -0.150 -5.207
O -0.276 -0.028 -3.046
C -2.758 0.931 -1.229
O -1.730 1.692 -0.854
N -4.007 1.274 -0.617
C -5.173 0.700 -0.998
O -6.286 0.967 -0.569
H -3.719 -0.688 -3.883
H -1.589 2.211 -3.226
H -2.628 1.635 -4.560
H -4.039 1.884 0.194

---

(3)
76
Properties=species:S:1:pos:R:3 method="wB97M-V/def2-TZVPD" total_charge=-2 homo_lumo_gap_ev="6.64 / 6.73" multiplicity=4 s_squared=3.786 homo_energy_ev="-3.08 / -3.19"
Cr -0.656 -0.106 -1.021
C 0.507 3.066 1.745
C 0.555 1.832 0.954
N -0.158 1.758 -0.250
N -0.930 2.876 -0.580
C -1.659 2.769 -1.700
S -1.888 1.275 -2.496
S -2.599 4.178 -2.199
C -3.213 4.584 -0.592
C -4.586 4.120 -0.337
C -5.502 5.109 0.067
C -6.851 4.864 0.071
C -7.320 3.541 -0.218
C -6.420 2.518 -0.398
C -5.072 2.852 -0.665
C 1.537 0.807 1.346
C 2.459 1.055 2.412
C 3.407 0.082 2.761
C 3.459 -1.075 1.979
C 2.566 -1.439 0.990
C 1.493 -0.554 0.727
O 0.373 -1.122 0.274
H -0.533 3.432 1.832
H 1.086 3.893 1.316
H 0.859 2.948 2.744
H -3.205 5.652 -0.587
H -2.522 4.275 0.193
H -5.098 6.024 0.531
H -7.510 5.621 0.408
H -8.384 3.299 0.047
H -6.749 1.506 -0.603
H -4.399 2.073 -1.018
H 2.506 2.075 2.785
H 4.220 0.330 3.454
H 4.340 -1.774 2.226
H 2.621 -2.404 0.567
O -4.312 0.103 1.323
S -3.522 -0.526 0.300
O -4.105 -0.605 -1.012
O -2.128 0.064 0.341
C -3.352 -2.151 0.938
C -3.986 -2.327 2.188
C -3.400 -3.315 2.922
C -2.176 -3.865 2.598
C -1.639 -3.769 1.356
C -2.366 -2.937 0.455
S -1.944 -3.118 -1.318
O -3.198 -3.407 -1.998
O -0.843 -4.101 -1.241
O -1.416 -1.770 -1.802
H -4.790 -1.573 2.586
H -3.865 -3.735 3.868
H -1.699 -4.520 3.331
H -0.673 -4.217 1.088
O 6.683 -2.459 1.913
S 6.233 -3.591 1.033
O 7.250 -4.588 0.614
O 4.964 -4.280 1.207
C 6.379 -2.498 -0.432
N 7.585 -1.996 -0.746
C 7.496 -1.112 -1.709
C 6.316 -0.738 -2.365
C 5.163 -1.495 -2.082
N 5.292 -2.427 -1.135
C 3.800 -1.162 -2.453
C 2.878 -2.155 -2.152
C 1.533 -1.829 -2.203
N 1.145 -0.480 -2.325
C 2.066 0.483 -2.514
C 3.390 0.131 -2.662
H 8.456 -0.707 -2.054
H 6.287 0.083 -3.139
H 3.238 -3.112 -1.778
H 0.727 -2.535 -1.955
H 1.688 1.475 -2.617
H 4.113 0.821 -3.136

---

(4)
74
Properties=species:S:1:pos:R:3 method="wB97M-V/def2-TZVPD" total_charge=-2 homo_lumo_gap_ev="5.85 / 5.71" multiplicity=2 s_squared=0.767 homo_energy_ev="-1.93 / -1.93"
Hg 0.721 -0.131 -0.280
C 4.520 1.472 3.080
C 3.791 0.459 3.947
C 2.735 1.148 4.801
C 2.156 0.151 5.789
C 1.688 -1.083 5.066
C 0.729 -1.894 5.632
C 0.224 -2.975 4.924
F -0.715 -3.752 5.529
C 0.620 -3.248 3.648
C 1.590 -2.436 3.054
C 1.913 -2.673 1.632
O 1.351 -3.574 1.003
C 2.911 -1.793 1.091
C 3.483 -0.860 1.889
N 3.132 -0.597 3.169
C 2.155 -1.376 3.771
C 3.291 -1.737 -0.381
O 4.472 -1.899 -0.681
O 2.347 -1.421 -1.182
H 4.916 2.252 3.732
H 3.834 1.931 2.367
H 5.359 1.042 2.535
H 4.519 -0.018 4.620
H 1.953 1.529 4.138
H 3.190 1.992 5.324
H 1.314 0.588 6.329
H 2.914 -0.109 6.538
H 0.336 -1.674 6.617
H 0.197 -4.060 3.073
H 4.245 -0.230 1.459
O -0.900 2.960 -7.885
N -1.126 1.771 -7.699
O -1.525 1.023 -8.583
C -0.917 1.235 -6.385
C -1.154 -0.106 -6.146
C -0.917 -0.619 -4.892
C -0.460 0.153 -3.749
O -0.283 -0.329 -2.625
C -0.285 1.575 -4.091
C -0.484 2.073 -5.356
N 0.172 2.511 -3.145
O 0.473 3.683 -3.434
O -0.036 2.216 -1.796
N -1.143 -2.048 -4.758
O -2.006 -2.553 -5.468
O -0.478 -2.680 -3.962
H -1.503 -0.755 -6.933
H -0.312 3.122 -5.542
N -1.028 -2.918 -0.885
C -2.129 -2.169 -0.538
C -2.362 -1.796 0.793
C -3.496 -1.084 1.138
C -4.440 -0.731 0.181
C -4.208 -1.083 -1.144
C -3.069 -1.783 -1.504
H -0.701 -2.788 -1.833
H -0.268 -2.974 -0.216
H -1.617 -2.030 1.543
H -3.626 -0.779 2.169
H -5.327 -0.175 0.457
H -4.917 -0.799 -1.913
H -2.899 -2.051 -2.540
Se 0.340 1.151 1.758
C -1.186 2.819 -1.290
C -2.238 2.004 -0.925
C -3.355 2.618 -0.377
N -3.469 3.932 -0.194
C -2.428 4.683 -0.546
C -1.256 4.185 -1.093
H -2.180 0.929 -1.038
H -4.195 2.009 -0.067
H -2.529 5.749 -0.376
H -0.428 4.826 -1.349

---

(5)
74
Properties=species:S:1:pos:R:3 method="wB97M-V/def2-TZVPD" total_charge=0 homo_lumo_gap_ev="7.00 / 6.99" multiplicity=6 s_squared=8.753 homo_energy_ev="-7.75 / -7.76"
Mn -0.136 -0.085 -0.326
N 0.838 4.125 -1.816
C 0.103 3.113 -1.346
N 0.516 2.239 -0.497
C 1.816 2.320 -0.013
N 2.370 1.407 0.724
N 1.571 0.284 0.857
C 2.019 -0.644 1.553
C 1.200 -1.875 1.687
C 1.672 -2.977 2.368
C 0.865 -4.103 2.468
C -0.391 -4.078 1.897
C -0.783 -2.927 1.228
N -0.008 -1.858 1.121
C 2.622 3.485 -0.373
C 3.893 3.722 0.156
C 4.633 4.801 -0.271
C 4.121 5.656 -1.253
C 2.869 5.444 -1.782
C 2.115 4.361 -1.331
H 0.456 4.732 -2.520
H -0.913 3.041 -1.728
H 3.001 -0.548 2.016
H 2.670 -2.954 2.791
H 1.216 -4.987 2.986
H -1.056 -4.930 1.960
H -1.754 -2.862 0.752
H 4.276 3.036 0.901
H 5.614 4.985 0.151
H 4.711 6.493 -1.607
H 2.464 6.110 -2.538
C -0.308 1.098 3.796
C -1.242 1.549 2.726
N -1.399 1.010 1.536
C -2.397 1.732 0.916
C -2.836 2.729 1.750
N -2.091 2.589 2.885
C -3.816 3.849 1.686
O -4.527 3.974 0.596
O -3.908 4.597 2.637
C -2.796 1.365 -0.480
O -3.710 2.001 -1.042
O -2.144 0.412 -0.997
H 0.281 0.267 3.426
H -0.859 0.769 4.679
H 0.370 1.901 4.097
H -2.193 3.200 3.680
H -4.298 3.246 -0.087
O 2.112 -1.288 -1.429
C 1.903 -0.371 -2.251
O 0.835 0.325 -2.321
C 3.018 0.040 -3.182
C 4.327 0.001 -2.732
C 5.387 0.469 -3.523
C 5.064 0.947 -4.763
O 5.908 1.457 -5.719
C 5.083 1.840 -6.821
O 3.731 1.513 -6.488
C 3.762 0.979 -5.220
C 2.710 0.549 -4.455
H 4.518 -0.400 -1.743
H 6.414 0.456 -3.176
H 5.385 1.294 -7.711
H 5.170 2.913 -6.986
H 1.683 0.593 -4.798
I -0.913 -5.473 -4.181
C -1.225 -3.714 -3.153
C -2.328 -2.897 -3.229
N -2.092 -1.880 -2.380
N -0.903 -1.977 -1.774
C -0.356 -3.092 -2.235
H -3.238 -2.980 -3.804
H -2.620 -1.037 -2.190
H 0.627 -3.393 -1.910

---

(6)
71
Properties=species:S:1:pos:R:3 method="wB97M-V/def2-TZVPD" total_charge=+1 homo_lumo_gap_ev=6.89 multiplicity=1 homo_energy_ev=-10.11
Na -0.156 0.850 -0.369
F 3.704 -0.694 4.776
C 2.567 -0.477 4.086
F 2.684 0.730 3.514
F 1.571 -0.423 4.975
C 2.358 -1.569 3.063
C 3.294 -2.566 2.972
C 3.123 -3.622 2.071
C 2.001 -3.630 1.305
N 1.074 -2.640 1.365
C 1.198 -1.576 2.236
S -0.062 -0.444 2.299
H 4.163 -2.544 3.614
H 3.849 -4.419 1.994
H 1.785 -4.440 0.624
Cl -2.957 0.577 0.660
C -3.530 1.674 -0.604
Cl -2.158 2.482 -1.393
H -4.161 2.429 -0.156
H -4.063 1.103 -1.351
N 3.427 0.291 -2.788
C 4.369 1.196 -2.227
C 5.277 1.841 -3.048
C 6.196 2.731 -2.505
C 6.188 2.994 -1.146
C 5.257 2.366 -0.326
C 4.366 1.455 -0.864
S 3.207 0.615 0.182
N 2.015 0.115 -0.912
C 2.248 -0.014 -2.163
C 1.155 -0.588 -3.014
C 1.433 -1.271 -4.191
C 0.383 -1.821 -4.909
C -0.905 -1.685 -4.423
C -1.085 -0.990 -3.239
N -0.088 -0.442 -2.548
H 3.412 0.282 -3.793
H 5.274 1.645 -4.116
H 6.912 3.219 -3.153
H 6.898 3.692 -0.720
H 5.232 2.576 0.738
H 2.453 -1.406 -4.528
H 0.569 -2.362 -5.827
H -1.751 -2.114 -4.942
H -2.080 -0.853 -2.826
Ge -0.630 -2.830 0.431
C -1.886 -3.400 1.784
C -1.452 -3.866 3.022
C -2.374 -4.261 3.981
C -3.734 -4.201 3.705
C -4.174 -3.746 2.471
C -3.253 -3.345 1.512
C -0.294 -4.163 -0.957
C -1.343 -5.031 -1.268
C -1.233 -5.926 -2.324
C -0.065 -5.976 -3.073
C 0.986 -5.121 -2.773
C 0.866 -4.208 -1.733
H -0.985 -1.536 -0.295
H -0.393 -3.919 3.252
H -2.027 -4.610 4.945
H -4.452 -4.507 4.455
H -5.233 -3.702 2.252
H -3.605 -2.973 0.555
H -2.242 -5.032 -0.660
H -2.053 -6.596 -2.550
H 0.025 -6.685 -3.887
H 1.902 -5.164 -3.349
H 1.687 -3.527 -1.533
I 0.398 2.763 2.115
I 0.712 5.383 1.648